No. 1
Here is 2 unconnected molecules or ions with the total composition C9H14 in a non-equilibrium geometry from OMol25. Energies are from ωB97M-V with the def2-TZVPD basis set.

Results
- HOMO (eV) = -8.97
- SMILES string = Cc1ccccc1.CC
- relative energy (zero: lowest compared OMol25 entry of this formula, charge and spin) (kJ/mol) = 91.9
- E (eV) = -9559.229

```
23
Properties=species:S:1:pos:R:3:forces:R:3
C 2.0640 -0.2095 -0.2460 0.0 -1.5 1.9
C 0.7780 -0.6288 0.4511 0.7 -0.2 -0.6
C 0.2993 -1.9249 0.3012 -0.8 -0.3 0.2
C -0.9583 -2.2929 0.8007 1.8 0.4 0.9
C -1.6392 -1.3458 1.5456 -1.4 0.2 0.1
C -1.1782 -0.0486 1.7096 1.0 -0.1 0.1
C 0.1046 0.2683 1.2684 -0.9 0.2 -1.0
H 2.8177 -0.9726 -0.0403 0.0 -0.3 -0.4
H 2.4100 0.5836 0.3658 0.6 1.4 -0.1
H 2.0160 -0.0030 -1.2967 -0.2 0.2 -0.3
H 0.9381 -2.7062 -0.0934 0.0 0.2 -0.5
H -1.1796 -3.3459 0.8318 -0.6 -0.1 -0.2
H -2.5843 -1.5744 2.0288 0.0 -0.2 -0.2
H -1.7507 0.7257 2.1975 -0.2 -0.2 0.3
H 0.5079 1.2620 1.4257 0.0 0.0 0.0
C 0.6634 2.0072 -2.2674 -0.1 1.2 -1.7
C -0.6363 2.8141 -2.1244 -0.4 -0.5 0.7
H 1.2410 2.1273 -1.3630 0.2 -1.0 0.1
H 0.4482 1.0465 -2.7360 0.0 -0.6 1.3
H 1.3031 2.3593 -3.0919 -0.1 0.8 0.4
H -0.7379 3.3404 -1.1725 0.5 0.1 0.0
H -1.4618 2.1080 -2.0553 -0.3 0.0 -0.4
H -0.8309 3.5444 -2.8934 0.0 0.0 -0.4
```
Positions in Å, forces in eV/Å.

These are the Mulliken partial charges, in e, on atoms 1 to 4: -1.644, 0.881, -0.340, -0.551


No. 2
Here is 2 unconnected molecules or ions with the total composition C9H14 in a non-equilibrium geometry from OMol25. Energies are from ωB97M-V with the def2-TZVPD basis set.

Results
- HOMO (eV) = -9.02
- SMILES string = Cc1ccccc1.CC
- relative energy (zero: lowest compared OMol25 entry of this formula, charge and spin) (kJ/mol) = 47.5
- E (eV) = -9559.690

```
23
Properties=species:S:1:pos:R:3:forces:R:3
C 0.1288 -0.3669 -1.6829 -0.9 -1.0 -1.1
C 0.1402 0.7181 -0.6670 0.3 0.1 0.3
C 1.3376 1.3484 -0.3515 0.7 1.1 -0.3
C 1.4722 2.2288 0.7195 -1.0 -0.6 -0.3
C 0.3673 2.4534 1.5361 0.8 -0.5 0.0
C -0.8446 1.8841 1.1833 -0.5 0.5 0.6
C -0.9863 1.0768 0.0697 0.5 -0.9 0.0
H 0.4503 -1.3541 -1.3419 0.6 0.3 0.5
H 0.6752 -0.1689 -2.6061 0.2 0.3 0.2
H -0.8788 -0.6486 -2.0095 -0.2 0.6 0.0
H 2.1975 1.3099 -1.0171 -0.1 -0.6 0.0
H 2.4180 2.6875 0.9175 0.4 0.2 0.1
H 0.5519 2.9233 2.4951 -0.5 0.4 -0.1
H -1.6962 2.0810 1.8248 -0.1 -0.1 -0.1
H -1.9107 0.5604 -0.1598 -0.2 0.3 0.1
C -0.5801 -3.2200 0.5642 0.2 1.3 -1.0
C -0.5996 -3.8887 -0.8017 -0.6 -0.6 0.2
H -1.5494 -2.8137 0.8434 -0.3 -0.3 0.0
H -0.2467 -3.8722 1.3102 0.5 -1.0 1.3
H 0.0668 -2.3394 0.5859 0.2 -0.1 -0.1
H -1.0991 -4.8597 -0.7146 -0.4 0.2 -0.1
H 0.3503 -4.1880 -1.2471 0.3 0.6 0.2
H -1.1670 -3.2538 -1.4756 0.1 -0.2 -0.4
```
Positions in Å, forces in eV/Å.

These are the Mulliken partial charges, in e, on atoms 1 to 4: -1.415, 0.804, -0.430, -0.390


No. 3
Here is 2 unconnected molecules or ions with the total composition C9H14 in a non-equilibrium geometry from OMol25. Energies are from ωB97M-V with the def2-TZVPD basis set.

Results
- HOMO (eV) = -8.75
- SMILES string = Cc1ccccc1.CC
- relative energy (zero: lowest compared OMol25 entry of this formula, charge and spin) (kJ/mol) = 313.0
- E (eV) = -9556.937

```
23
Properties=species:S:1:pos:R:3:forces:R:3
C -2.5483 -1.2571 0.9009 0.1 -0.9 -1.4
C -1.0941 -1.2102 0.5958 1.9 1.2 0.0
C 0.0357 -1.2215 1.5137 -3.1 0.9 1.3
C 1.2820 -1.0906 0.9636 3.1 -0.8 -1.4
C 1.5932 -0.8614 -0.4588 -1.0 -2.2 3.6
C 0.4395 -0.7189 -1.2494 2.3 0.6 -0.7
C -0.8335 -0.9489 -0.7604 -0.9 -2.1 0.0
H -3.1178 -0.7593 0.1382 0.0 0.4 -0.7
H -2.8661 -0.7596 1.7421 -0.3 0.8 2.5
H -2.9316 -2.2531 0.8531 -0.2 -0.9 0.5
H -0.2145 -1.1901 2.6975 1.0 -0.5 -3.0
H 2.2417 -1.3396 1.5107 -1.5 0.6 0.0
H 2.6645 -1.2801 -0.6182 -1.9 1.9 -0.9
H 0.6205 -0.2916 -2.2318 -0.5 -0.8 -0.5
H -1.6495 -1.3714 -1.4482 1.1 1.8 0.6
C 0.0455 2.9390 -1.1251 -0.2 3.4 -1.6
C 1.2461 2.9470 -0.1554 2.8 -2.5 -1.2
H 0.4597 2.8998 -2.2330 -1.1 -1.0 2.2
H -0.6955 2.1987 -0.7550 0.4 0.4 -1.0
H -0.5159 4.0396 -1.2772 1.3 -2.7 1.0
H 1.4677 1.8129 0.1955 -0.5 2.6 -0.9
H 1.2998 3.5216 0.7309 -1.0 0.7 1.0
H 2.2402 3.3085 -0.6542 -1.8 -0.8 0.4
```
Positions in Å, forces in eV/Å.

These are the Mulliken partial charges, in e, on atoms 1 to 4: -1.573, 1.095, -0.538, -0.041


No. 4
Here is 2 unconnected molecules or ions with the total composition C9H14 in a non-equilibrium geometry from OMol25. Energies are from ωB97M-V with the def2-TZVPD basis set.

Results
- HOMO (eV) = -9.03
- SMILES string = Cc1ccccc1.CC
- relative energy (zero: lowest compared OMol25 entry of this formula, charge and spin) (kJ/mol) = 275.4
- E (eV) = -9557.328

```
23
Properties=species:S:1:pos:R:3:forces:R:3
C -0.7199 1.1537 -1.7787 -0.4 0.3 -0.5
C -0.2414 0.9365 -0.3267 -0.7 1.4 -1.6
C -1.0883 0.8250 0.7647 -3.4 -0.9 -0.1
C -0.7632 0.9126 2.1294 0.3 0.4 -0.2
C 0.6233 1.2041 2.3447 -0.9 -0.5 -0.2
C 1.4389 1.5376 1.2359 0.0 -0.8 0.0
C 1.0218 1.3630 -0.1113 2.9 0.9 1.6
H 0.1026 0.9160 -2.5248 -0.8 0.6 1.0
H -1.0381 2.2959 -1.8951 0.5 -2.6 0.1
H -1.5335 0.4495 -2.0768 0.2 0.9 0.3
H -2.1656 0.6240 0.4277 1.4 0.3 0.9
H -1.5786 0.8609 2.9980 2.1 -0.2 -2.2
H 0.9938 0.9987 3.3629 0.2 0.9 -0.6
H 2.4631 1.8747 1.3646 -0.1 -0.2 0.4
H 1.7795 1.6058 -0.9263 -1.3 -0.4 1.1
C -0.3754 -3.8822 -1.4537 -1.8 0.4 -3.5
C 0.2910 -2.5295 -1.4758 4.6 -0.3 4.0
H 0.1902 -4.8511 -1.5475 -0.3 1.3 1.3
H -1.1986 -3.6635 -0.7728 0.4 -1.4 0.8
H -0.9943 -3.9644 -2.4001 0.5 0.1 0.5
H 1.0431 -2.5531 -0.4736 -2.4 0.5 -1.8
H 1.0749 -2.0833 -2.0454 0.9 -1.3 -2.1
H -0.2596 -1.6355 -1.4614 -1.9 0.6 0.9
```
Positions in Å, forces in eV/Å.

These are the Mulliken partial charges, in e, on atoms 1 to 4: -1.279, 0.688, -0.141, -0.454


No. 5
Here is 2 unconnected molecules or ions with the total composition C9H14 in a non-equilibrium geometry from OMol25. Energies are from ωB97M-V with the def2-TZVPD basis set.

Results
- HOMO (eV) = -8.98
- SMILES string = Cc1ccccc1.CC
- relative energy (zero: lowest compared OMol25 entry of this formula, charge and spin) (kJ/mol) = 42.0
- E (eV) = -9559.746

```
23
Properties=species:S:1:pos:R:3:forces:R:3
C -0.7482 1.5429 -0.9268 -1.6 -0.8 -0.2
C 0.3195 1.6458 0.1064 0.8 -0.1 -0.1
C 1.0986 0.5262 0.4182 -0.6 -0.3 -0.1
C 1.9044 0.5148 1.5368 0.0 0.0 0.5
C 2.0119 1.6501 2.3230 0.8 0.3 0.0
C 1.3829 2.8143 1.9368 -0.5 0.7 -0.3
C 0.5071 2.8041 0.8543 -0.2 -0.6 -0.3
H -1.6127 1.1150 -0.4055 -0.1 0.0 0.1
H -0.6544 0.8296 -1.7572 0.8 0.2 0.3
H -1.1753 2.4419 -1.3592 0.5 0.5 0.1
H 0.9778 -0.3731 -0.1802 0.1 0.1 0.0
H 2.4409 -0.3584 1.8872 0.0 -0.2 -0.4
H 2.7161 1.6357 3.1495 -0.2 0.1 0.1
H 1.5415 3.7704 2.4248 0.0 -0.2 0.3
H -0.1008 3.6451 0.5560 0.2 0.4 0.2
C -1.7646 -3.2028 -0.7439 0.1 -0.4 0.9
C -0.8912 -2.8047 -1.9139 -0.7 -0.3 -0.8
H -2.6754 -3.7349 -1.0277 0.0 0.2 -0.1
H -1.2082 -3.8793 -0.0846 0.0 -0.1 -0.2
H -2.0160 -2.3854 -0.0553 -0.1 0.1 -0.5
H 0.0102 -2.3308 -1.5460 0.2 0.2 -0.3
H -1.4239 -2.1939 -2.6570 0.2 0.4 0.5
H -0.6402 -3.6727 -2.5359 0.3 -0.1 0.5
```
Positions in Å, forces in eV/Å.

These are the Mulliken partial charges, in e, on atoms 1 to 4: -1.387, 0.653, -0.163, -0.440


No. 6
Here is 2 unconnected molecules or ions with the total composition C9H14 in a non-equilibrium geometry from OMol25. Energies are from ωB97M-V with the def2-TZVPD basis set.

Results
- HOMO (eV) = -8.90
- SMILES string = Cc1ccccc1.CC
- relative energy (zero: lowest compared OMol25 entry of this formula, charge and spin) (kJ/mol) = 243.3
- E (eV) = -9557.660

```
23
Properties=species:S:1:pos:R:3:forces:R:3
C -1.9456 -1.0606 -0.3211 -0.8 -2.0 -3.9
C -1.0541 0.0784 -0.5927 -1.8 2.3 0.2
C -0.6034 0.3293 -1.9119 2.1 -1.8 -0.7
C 0.1396 1.4476 -2.2329 -0.8 1.4 2.9
C 0.2294 2.4619 -1.1629 1.2 1.4 -5.3
C -0.4291 2.3284 0.0029 -0.8 -1.0 1.7
C -1.1797 1.1438 0.2995 0.6 -1.0 -0.3
H -2.7688 -0.9172 -1.1176 1.0 -0.8 1.1
H -2.4681 -1.2595 0.5577 -0.5 0.8 2.1
H -1.4793 -2.0495 -0.5011 0.0 0.5 -0.4
H -0.5992 -0.5326 -2.6379 -0.3 1.0 0.7
H 0.6255 1.6439 -3.1770 -0.2 -0.2 -0.1
H 0.6709 3.5105 -1.6230 -0.8 -2.7 2.1
H -0.2319 3.0467 0.7663 -0.5 0.7 0.4
H -1.9197 0.8397 1.1161 1.7 1.5 -0.5
C 1.6751 -1.0517 2.2263 1.9 2.2 -0.4
C 1.5970 -1.7817 0.8276 -1.3 0.5 2.5
H 0.8132 -1.3144 2.8320 0.4 -0.2 0.5
H 2.7113 -1.1674 2.6708 -1.5 -0.6 0.2
H 1.6814 0.1608 2.1860 -0.4 -2.7 -0.6
H 0.7044 -1.2613 0.4638 0.9 -0.1 -1.5
H 2.5846 -1.7684 0.3876 -0.4 0.4 -0.9
H 1.2466 -2.8265 0.9413 0.5 0.4 0.2
```
Positions in Å, forces in eV/Å.

These are the Mulliken partial charges, in e, on atoms 1 to 4: -1.533, 0.904, -0.499, -0.454


No. 7
Here is 2 unconnected molecules or ions with the total composition C9H14 in a non-equilibrium geometry from OMol25. Energies are from ωB97M-V with the def2-TZVPD basis set.

Results
- HOMO (eV) = -8.92
- SMILES string = Cc1ccccc1.CC
- relative energy (zero: lowest compared OMol25 entry of this formula, charge and spin) (kJ/mol) = 72.5
- E (eV) = -9559.430

```
23
Properties=species:S:1:pos:R:3:forces:R:3
C 0.4790 -2.7625 -0.6178 0.3 -0.5 0.2
C 0.7107 -1.3054 -0.3499 0.5 0.5 -0.2
C 1.1833 -0.5255 -1.4262 -0.7 -0.7 1.3
C 1.4649 0.8142 -1.2072 0.5 -0.6 -0.7
C 1.3526 1.3119 0.0594 -0.3 0.9 1.3
C 0.9293 0.5614 1.1630 1.6 -0.1 -0.7
C 0.6314 -0.7714 0.9521 -1.0 -0.5 -1.1
H 1.3845 -3.2337 -1.0163 0.1 0.2 0.0
H -0.2845 -2.9778 -1.3662 -0.2 0.2 0.2
H 0.2767 -3.2954 0.3119 -0.3 0.0 -0.1
H 1.2861 -1.1047 -2.3327 0.2 0.6 -0.5
H 1.9415 1.4443 -1.9449 -0.3 0.0 -0.3
H 1.5973 2.3560 0.2267 0.2 -0.1 0.0
H 1.2311 0.9349 2.1341 -1.0 0.2 0.2
H 0.1736 -1.4161 1.6940 0.5 0.1 0.4
C -2.8422 0.9302 -0.0142 -1.3 -0.7 0.2
C -2.4476 1.7512 1.2099 0.3 -0.8 0.1
H -2.5363 1.2821 -0.9921 0.8 -0.1 0.0
H -2.6176 -0.1195 0.1896 0.6 0.0 -0.5
H -3.9342 0.8479 -0.1356 0.0 0.5 0.2
H -3.2374 1.6208 1.9504 -0.1 0.7 0.0
H -2.1739 2.7753 0.9744 -0.4 0.2 0.2
H -1.5832 1.2999 1.7053 0.1 0.1 -0.3
```
Positions in Å, forces in eV/Å.

These are the Mulliken partial charges, in e, on atoms 1 to 4: -1.590, 0.993, -0.391, -0.578


No. 8
Here is 2 unconnected molecules or ions with the total composition C9H14 in a non-equilibrium geometry from OMol25. Energies are from ωB97M-V with the def2-TZVPD basis set.

Results
- HOMO (eV) = -8.84
- SMILES string = Cc1ccccc1.CC
- relative energy (zero: lowest compared OMol25 entry of this formula, charge and spin) (kJ/mol) = 126.1
- E (eV) = -9558.874

```
23
Properties=species:S:1:pos:R:3:forces:R:3
C 1.8264 1.9660 -0.6818 -1.0 1.3 1.6
C 1.5986 0.5062 -0.5420 0.0 -0.4 0.5
C 1.1787 -0.0772 0.6742 0.7 1.1 -1.3
C 1.3451 -1.4194 0.8693 -1.7 -1.1 0.6
C 1.5686 -2.2965 -0.2118 0.2 0.9 0.4
C 1.7654 -1.7075 -1.4447 -0.2 -0.7 -0.7
C 1.7847 -0.3301 -1.6210 -0.4 -0.2 -0.5
H 0.9142 2.4179 -1.1011 0.8 0.3 -0.8
H 2.8147 2.2324 -1.0467 -0.3 -0.1 -1.1
H 1.8834 2.4951 0.2905 -0.3 -0.7 0.0
H 0.5787 0.5698 1.3049 0.8 -0.1 0.8
H 1.0166 -1.7680 1.8560 0.2 -0.4 -0.5
H 1.4334 -3.3685 -0.1397 0.4 0.1 0.3
H 1.8597 -2.3353 -2.3302 -0.1 0.0 0.2
H 1.6878 0.0672 -2.6416 0.9 0.0 0.4
C -2.9446 -0.0373 0.2729 -0.2 -1.7 -1.2
C -2.7807 0.7801 1.5113 -2.1 2.0 -0.7
H -3.9474 -0.1183 -0.1520 -0.3 0.7 0.4
H -2.3477 0.2659 -0.5833 0.4 0.3 0.1
H -2.7419 -1.0989 0.4108 0.5 -0.1 0.3
H -3.0449 1.8189 1.2116 0.9 -0.1 0.1
H -1.7856 0.7617 1.9275 -0.1 -0.2 0.5
H -3.6630 0.6758 2.1670 1.0 -0.8 0.5
```
Positions in Å, forces in eV/Å.

These are the Mulliken partial charges, in e, on atoms 1 to 4: -1.394, 0.599, -0.268, -0.479


No. 9
Here is 2 unconnected molecules or ions with the total composition C9H14 in a non-equilibrium geometry from OMol25. Energies are from ωB97M-V with the def2-TZVPD basis set.

Results
- HOMO (eV) = -9.11
- SMILES string = Cc1ccccc1.CC
- relative energy (zero: lowest compared OMol25 entry of this formula, charge and spin) (kJ/mol) = 26.5
- E (eV) = -9559.907

```
23
Properties=species:S:1:pos:R:3:forces:R:3
C -0.5603 -1.1809 -2.4666 0.7 -0.4 0.2
C -0.1157 -1.3257 -1.0229 -0.3 -0.1 -0.8
C -1.0298 -1.6845 -0.0446 0.0 0.0 0.8
C -0.6300 -1.7519 1.2895 0.0 0.0 -0.5
C 0.6864 -1.4928 1.6236 -0.1 -0.1 0.4
C 1.6240 -1.1983 0.6411 -0.3 -0.4 0.6
C 1.2163 -1.1322 -0.6790 0.5 0.4 0.0
H 0.2859 -1.4033 -3.1311 -0.2 0.0 0.1
H -0.8613 -0.1585 -2.6760 -0.3 0.1 0.0
H -1.3606 -1.8883 -2.6876 -0.1 0.2 -0.1
H -2.0627 -1.9417 -0.2584 0.1 0.2 -0.3
H -1.3400 -2.0317 2.0547 -0.1 0.0 0.0
H 0.9549 -1.5672 2.6705 0.3 0.1 -0.1
H 2.6531 -1.0951 0.9617 0.1 0.2 -0.3
H 1.9620 -0.8873 -1.4371 -0.3 -0.1 0.0
C 0.3275 2.1277 0.9831 -0.7 -0.1 0.3
C -0.6640 3.0856 0.2724 0.5 -0.2 0.9
H 0.0145 1.8677 2.0020 -0.2 0.1 -0.2
H 0.3142 1.1937 0.4283 0.6 -0.1 0.1
H 1.3295 2.5285 1.1283 0.1 0.0 -0.5
H -1.1689 2.5533 -0.5241 0.0 0.1 -0.3
H -0.1434 3.9669 -0.0945 -0.2 0.0 -0.3
H -1.4317 3.4163 0.9666 -0.1 0.2 0.0
```
Positions in Å, forces in eV/Å.

These are the Mulliken partial charges, in e, on atoms 1 to 4: -1.340, 0.787, -0.383, -0.455


- Which of these has the lowest relative energy (zero: lowest compared OMol25 entry of this formula, charge and spin)?
  number 9